(1)
C4H10N2O | wB97M-V/def2-TZVPD

Geometry as XYZ:
```
17
C4H10N2O (wB97M-V/def2-TZVPD)
C -1.26922 -0.89698 -0.65491
C -0.22941 -1.50148 0.40996
C 1.32011 0.24582 0.39012
C 2.36738 1.00130 -0.33284
N -1.24026 0.50950 -0.55190
N -1.91400 1.14285 0.40537
O 1.03673 -1.04965 0.01880
H -0.90744 -1.36380 -1.56033
H -2.27804 -1.43671 -0.38651
H -0.46829 -1.13858 1.42614
H -0.23853 -2.57730 0.17376
H 0.78513 0.38689 1.32091
H 3.22351 1.17247 0.28664
H 1.84959 1.94434 -0.64461
H 2.64663 0.73440 -1.40264
H -2.62043 0.64090 0.94550
H -2.06347 2.18604 0.15652
```

Energy, eV: -9332.775
2S+1: 1
Energy relative to the best compared isomer or geometry (same formula, charge and spin), kJ/mol: 599.4
Highest occupied orbital energy (alpha / beta), eV: -6.28 / -7.17
LUMO level (alpha / beta), eV: 0.81 / 1.07

(2)
C8H31CuN2O7 | wB97M-V/def2-TZVPD

Geometry as XYZ:
```
49
C8H31CuN2O7 (wB97M-V/def2-TZVPD)
Cu 20.31341 7.71378 -25.82335
O 21.03659 6.10754 -24.35345
H 21.26832 5.41320 -23.70636
C 25.68038 3.08592 -24.15403
C 24.17366 3.33525 -23.81983
C 23.77206 2.77954 -22.44350
O 22.31232 2.94138 -22.38906
C 21.73205 2.41497 -21.21879
N 24.06962 4.79066 -23.84774
H 26.33750 3.57575 -23.43545
H 25.80575 3.43801 -25.17795
H 25.80608 2.00761 -24.25176
H 23.57294 2.86766 -24.59996
H 24.35775 3.25443 -21.65639
H 23.94574 1.70374 -22.41943
H 21.99908 1.35903 -21.17646
H 20.69322 2.71345 -21.07794
H 22.25032 2.73807 -20.31595
H 24.28644 5.19501 -24.74750
H 23.12181 5.04613 -23.61006
C 23.27191 5.55882 -19.62225
C 21.84503 6.02789 -19.30577
C 21.67966 7.51528 -18.83383
O 22.17287 7.77176 -17.51337
C 21.50487 7.01386 -16.47378
N 21.12407 5.76801 -20.54486
H 23.84409 5.67398 -18.70168
H 23.83012 6.11706 -20.37382
H 23.32943 4.47562 -19.72938
H 21.57433 5.36214 -18.48625
H 20.61431 7.74352 -18.86616
H 22.24507 8.04752 -19.59877
H 21.95460 7.15733 -15.49131
H 21.54741 5.93573 -16.62851
H 20.44309 7.20217 -16.31484
H 21.60456 5.08087 -21.10796
H 21.21812 6.52717 -21.20434
O 18.60972 6.30014 -23.27266
H 18.15664 5.64939 -23.80882
H 19.50827 6.29931 -23.60252
O 21.21604 8.35804 -22.80781
H 20.62198 8.88877 -23.33852
H 21.25136 7.51423 -23.25833
O 23.03754 6.40599 -26.19647
H 22.36244 6.29391 -25.52721
H 22.57265 6.77687 -26.94652
O 20.96001 3.47794 -24.83563
H 20.92758 4.43400 -24.80224
H 21.45026 3.22696 -24.05276
```

Energy, eV: -70746.641
2S+1: 1
Energy relative to the best compared isomer or geometry (same formula, charge and spin), kJ/mol: 256.3
Highest occupied orbital energy, eV: -8.59
LUMO level, eV: -3.10

(3)
C66H147N9O9 | wB97M-V/def2-TZVPD

Geometry as XYZ:
```
231
C66H147N9O9 (wB97M-V/def2-TZVPD)
C -2.03236 5.11993 -4.91478
C -1.04806 5.12816 -3.64074
C 0.33827 4.52502 -4.15057
C -0.82258 6.57973 -3.16130
C -1.83828 7.12506 -2.12031
C -2.27860 6.12258 -1.05044
C -2.54871 4.71343 -1.58755
C -2.51150 3.86105 -0.32688
C -3.96300 4.63871 -2.19877
N -1.52382 4.30118 -2.51681
O -1.57674 2.93873 -2.83520
H -2.76352 5.92536 -4.84552
H -1.42670 5.12920 -5.82098
H -2.56278 4.16856 -4.95532
H 0.25990 3.59719 -4.71721
H 0.87330 5.12732 -4.88479
H 0.99799 4.31377 -3.30900
H 0.16157 6.65598 -2.69898
H -0.81376 7.19073 -4.06390
H -1.55901 8.13399 -1.81672
H -2.72230 7.34918 -2.71729
H -3.16898 6.62260 -0.66928
H -1.62019 6.08634 -0.18251
H -2.93927 2.87602 -0.51352
H -3.20565 4.25951 0.41305
H -1.49576 3.72197 0.04329
H -4.79964 4.82509 -1.52543
H -4.01760 3.66143 -2.67840
H -3.96330 5.41022 -2.96875
H -0.99081 2.44317 -2.25841
C 6.32696 1.16727 1.10660
C 6.57757 0.88331 -0.34677
C 6.87529 2.25134 -0.95054
C 7.86518 0.06882 -0.60670
C 7.69815 -1.44834 -0.38947
C 6.49043 -1.97948 -1.13850
C 5.18432 -1.20249 -0.92262
C 4.24775 -1.61459 -2.07950
C 4.54893 -1.69232 0.42062
N 5.46816 0.25507 -1.05938
O 4.40343 1.02898 -1.30173
H 5.72770 2.07099 1.21735
H 5.84261 0.35379 1.64673
H 7.25756 1.37241 1.63576
H 6.97287 2.15983 -2.03230
H 6.10487 3.01328 -0.83221
H 7.83604 2.65727 -0.63389
H 8.17325 0.08333 -1.65215
H 8.74097 0.39453 -0.04543
H 8.57909 -1.93732 -0.80535
H 7.62914 -1.72387 0.66287
H 6.26892 -3.04618 -1.10419
H 6.72290 -1.96230 -2.20328
H 4.67450 -1.31927 -3.03803
H 3.31644 -1.08973 -1.86670
H 4.14623 -2.69614 -2.16926
H 3.86916 -0.92353 0.78798
H 5.31703 -1.88266 1.17022
H 4.04559 -2.64183 0.23844
H 4.40562 1.16048 -2.25268
C 1.29230 -3.87118 5.90662
C 0.66895 -3.75868 7.33874
C 1.24203 -4.83706 8.25084
C 1.06445 -2.46340 7.93294
C 0.33464 -1.24824 7.35631
C -1.16770 -1.43061 7.49059
C -1.67795 -2.79770 6.88613
C -3.12817 -2.94874 7.49265
C -1.74797 -2.71716 5.30652
N -0.83093 -3.89693 7.28044
O -1.27000 -5.14591 6.99032
H 1.36344 -2.88716 5.44319
H 2.30310 -4.25493 6.04487
H 0.91017 -4.61865 5.21137
H 0.95371 -4.85020 9.30193
H 0.90673 -5.78995 7.84134
H 2.33101 -4.80804 8.21366
H 0.95509 -2.43400 9.01704
H 2.11331 -2.26723 7.71047
H 0.60533 -0.36841 7.94003
H 0.63262 -1.08372 6.32082
H -1.58592 -0.53918 7.02311
H -1.47573 -1.33168 8.53146
H -3.76399 -2.12861 7.15917
H -3.16417 -3.04970 8.57736
H -3.59375 -3.86289 7.12433
H -2.13221 -3.63457 4.86063
H -0.79196 -2.62269 4.79150
H -2.29917 -1.87999 4.87825
H -1.80243 -5.40998 7.74423
C -2.26912 -2.66004 -7.64759
C -1.86011 -1.20873 -7.36756
C -2.28164 -0.28951 -8.51389
C -2.63975 -0.76464 -6.05457
C -2.04477 0.49404 -5.45038
C -0.57181 0.27424 -5.14484
C 0.30493 -0.13116 -6.39182
C 0.50722 1.20701 -7.19841
C 1.69625 -0.56768 -5.76505
N -0.37768 -1.16987 -7.16948
O 0.38820 -1.73392 -8.19902
H -1.65808 -3.40850 -7.14307
H -3.30986 -2.72591 -7.33038
H -2.07418 -2.82070 -8.70792
H -2.31661 0.78535 -8.33629
H -1.61074 -0.55947 -9.32944
H -3.28672 -0.49068 -8.88461
H -3.71815 -0.66553 -6.17834
H -2.58697 -1.57457 -5.32703
H -2.14100 1.33257 -6.14011
H -2.65766 0.69869 -4.57255
H -0.53495 -0.44269 -4.32462
H -0.29392 1.20404 -4.64850
H 1.41458 1.30855 -7.79379
H 0.54746 2.03735 -6.49341
H -0.38045 1.42881 -7.79083
H 1.63734 -1.28200 -4.94385
H 2.21526 0.31979 -5.40293
H 2.33126 -1.14877 -6.43376
H 0.46184 -0.97673 -8.78454
C 0.39242 4.59297 2.45094
C -0.70411 4.55916 3.57412
C -1.64606 5.79009 3.14828
C -1.46535 3.21979 3.38031
C -0.75938 1.98104 3.88466
C -0.37324 2.18159 5.36735
C 0.58772 3.46169 5.53987
C 0.70057 3.62118 7.04521
C 1.97576 3.20305 4.97164
N -0.20353 4.61560 5.00523
O 0.32202 5.84245 5.37893
H 0.68734 3.63688 2.01849
H 0.00145 5.09284 1.56473
H 1.27298 5.14986 2.77125
H -2.46580 5.89240 3.85938
H -1.07693 6.71433 3.24814
H -1.95955 5.81392 2.10460
H -2.46961 3.36511 3.77835
H -1.60255 3.12373 2.30325
H -1.34839 1.07356 3.75185
H 0.10439 1.70423 3.28020
H 0.07548 1.30393 5.83261
H -1.29006 2.39612 5.91646
H 1.01936 4.60061 7.40184
H 1.24690 2.76599 7.44305
H -0.31012 3.56254 7.44915
H 2.59814 2.54834 5.58162
H 2.61757 4.07252 4.82947
H 1.73560 2.76077 4.00478
H -0.28431 6.07405 6.08626
C -6.67047 -4.77838 -3.67558
C -6.44844 -3.28375 -3.38124
C -6.04548 -2.57022 -4.71368
C -7.75974 -2.68914 -2.79759
C -7.58899 -1.38065 -2.03944
C -6.48622 -1.42368 -1.07323
C -5.15315 -1.95021 -1.62778
C -4.55341 -0.81323 -2.49208
C -4.23884 -2.28806 -0.40060
N -5.36710 -3.21981 -2.39586
O -4.21720 -3.99911 -2.67402
H -6.61597 -5.42099 -2.79684
H -7.69814 -4.97148 -3.98334
H -6.04420 -5.15568 -4.48398
H -6.77767 -2.66323 -5.51576
H -6.02348 -1.48963 -4.57247
H -4.98525 -2.72272 -4.91558
H -8.45644 -2.55924 -3.62575
H -8.22766 -3.39589 -2.11228
H -7.38028 -0.49992 -2.64678
H -8.43075 -1.10454 -1.40439
H -6.76334 -1.93010 -0.14866
H -6.42012 -0.38296 -0.75600
H -5.13993 -0.28957 -3.24698
H -3.65919 -1.11102 -3.03962
H -4.20921 -0.03068 -1.81588
H -3.82296 -1.39830 0.07214
H -3.37767 -2.83098 -0.79012
H -4.73526 -3.02251 0.23364
H -4.10563 -4.52978 -1.88184
C 6.47582 2.75800 4.90312
O 5.38846 1.76515 4.76369
C 5.66150 0.62027 5.57004
C 4.71555 -0.56125 5.16678
C 4.88685 -1.74339 6.12522
N 5.08074 -1.02518 3.84702
H 6.44006 3.27923 5.85974
H 6.37646 3.65660 4.29423
H 7.45693 2.33132 4.69459
H 6.69519 0.28091 5.50357
H 5.37291 0.83732 6.59848
H 3.66952 -0.25588 5.14069
H 4.59624 -1.39762 7.11723
H 5.92847 -2.06455 6.12441
H 4.27946 -2.62981 5.94233
H 5.10498 -0.21163 3.24898
H 6.06372 -1.23194 3.95239
C -1.04594 -7.05448 -4.63583
O -0.93223 -5.92969 -3.76736
C -0.60335 -4.69749 -4.42701
C -0.33345 -3.58486 -3.37127
C 0.73191 -4.03987 -2.39922
N -1.48608 -3.26970 -2.54542
H -1.64707 -6.86657 -5.52546
H -1.59396 -7.89779 -4.21559
H -0.02672 -7.25946 -4.96334
H 0.26244 -4.83010 -5.07579
H -1.46025 -4.40407 -5.03343
H -0.06231 -2.65170 -3.86501
H 1.69567 -4.16802 -2.89201
H 0.51003 -4.96805 -1.87258
H 0.75596 -3.32359 -1.57795
H -2.21561 -3.01949 -3.19754
H -1.80684 -4.13957 -2.14474
C 1.03262 -1.10887 2.60763
O 0.46172 -0.22036 1.69368
C 1.09729 -0.00573 0.41355
C 0.25106 0.73369 -0.64925
C -0.90801 -0.07251 -1.17823
N 1.10792 1.26414 -1.67327
H 0.19225 -1.33182 3.26503
H 1.75945 -0.60076 3.24140
H 1.39287 -2.03694 2.16380
H 1.91120 0.65103 0.72068
H 1.49773 -0.91671 -0.03128
H -0.14599 1.60804 -0.13352
H -1.50506 -0.34103 -0.30672
H -0.66020 -1.07742 -1.52008
H -1.57867 0.36586 -1.91725
H 1.31978 0.45850 -2.24438
H 1.97363 1.66823 -1.34561
```

SMILES string: CC1(C)CCCC(C)(C)N1O.CC1(C)CCCC(C)(C)N1O.CC1(C)CCCC(C)(C)N1O.CC1(C)CCCC(C)(C)N1O.CC1(C)CCCC(C)(C)N1O.CC1(C)CCCC(C)(C)N1O.COC[C@H](C)N.COC[C@H](C)N.COC[C@H](C)N
Energy, eV: -102652.142
2S+1: 1
Energy relative to the best compared isomer or geometry (same formula, charge and spin), kJ/mol: 359.2
Highest occupied orbital energy, eV: -7.83
LUMO level, eV: 0.55